1.
The following is a DFT calculation (ωB97M-V/def2-TZVPD) of a cluster of 5 separate species, C17H35O13 in total.

Geometry as XYZ:
```
65
Properties=species:S:1:pos:R:3
C -1.56289 -21.20044 -2.57903
O -2.20607 -20.46365 -3.52312
H -0.54178 -21.49028 -2.90671
H -1.57033 -20.75499 -1.55628
H -2.05417 -22.17929 -2.34157
C -4.49399 -24.45357 -1.59474
C -4.21508 -24.22814 -3.05044
O -4.80202 -25.17316 -3.94344
C -4.62601 -24.93108 -5.25432
O -4.11418 -23.94392 -5.68770
O -4.98969 -26.01009 -5.91786
C -4.61943 -26.12582 -7.28502
H -4.30124 -25.48426 -1.29147
H -5.54427 -24.26927 -1.34892
H -3.88930 -23.73748 -1.04197
H -3.13550 -24.25857 -3.20729
H -4.52693 -23.23094 -3.36941
H -5.34843 -26.67042 -7.88030
H -3.65684 -26.62609 -7.29786
H -4.49620 -25.14375 -7.74372
C -0.79341 -22.94809 1.87748
C -0.47590 -22.88916 0.38383
O -1.01339 -24.02552 -0.33112
C -0.25497 -25.09378 -0.35114
O 0.78843 -25.22946 0.24360
O -0.86608 -26.09702 -0.99807
C -0.19292 -27.34036 -0.95890
H -1.80912 -23.26117 2.10879
H -0.54493 -21.96712 2.28509
H -0.09164 -23.63812 2.34792
H 0.61322 -22.86421 0.32961
H -0.83948 -22.04646 -0.20073
H -0.90374 -28.07873 -1.34255
H 0.07649 -27.72858 0.01977
H 0.58285 -27.36389 -1.72453
C -6.08076 -20.29199 -3.08005
C -5.69597 -20.76667 -4.46244
O -6.70040 -21.61869 -5.02669
C -6.53812 -22.06561 -6.26047
O -5.60409 -21.79587 -6.96533
O -7.58497 -22.78554 -6.61905
C -7.41014 -23.65928 -7.71362
H -7.15505 -20.10246 -3.01118
H -5.53706 -19.40131 -2.76635
H -5.87981 -20.99482 -2.26608
H -4.74992 -21.31565 -4.47517
H -5.51236 -19.93299 -5.14120
H -8.33488 -24.18631 -7.94883
H -6.61818 -24.39490 -7.60889
H -7.25593 -23.02896 -8.59374
C -0.07216 -27.76923 -9.26087
C -1.08378 -27.01159 -8.43836
O -0.50937 -26.81526 -7.15359
C -0.90154 -25.79246 -6.38492
O -1.62499 -24.89824 -6.70534
O -0.34769 -26.05985 -5.18575
C -0.40192 -25.14946 -4.09689
H -0.42222 -27.91051 -10.28560
H 0.20554 -28.74104 -8.85805
H 0.82973 -27.15782 -9.34268
H -1.97257 -27.64294 -8.34746
H -1.37910 -26.05127 -8.86142
H 0.50050 -25.14176 -3.48470
H -1.25597 -25.39057 -3.46889
H -0.50871 -24.11281 -4.42818
```

Computed properties:
HOMO level	-2.366	eV
ΔE to the lowest compared entry with this formula, charge and spin	17.5	kcal per mole
E	-44813.237	eV
net charge	-1
Kohn-Sham gap	4.822	eV

Want to see where the charge sits? The Löwdin charges in e are:
1 C -0.4928
2 O -0.4221
3 H 0.0361
4 H 0.0211
5 H 0.0164
6 C -0.0573
7 C -0.2184
8 O 0.0389
9 C -0.6087
10 O 0.1514
11 O 0.0102
12 C -0.0457
13 H 0.0754
14 H 0.0733
15 H 0.0729
16 H 0.1050
17 H 0.1152
18 H 0.0921
19 H 0.0679
20 H 0.0977
21 C -0.0579
22 C -0.1852
23 O 0.0422
24 C -0.6170
25 O 0.1058
26 O -0.0192
27 C -0.0623
28 H 0.0764
29 H 0.0766
30 H 0.0690
31 H 0.1207
32 H 0.0875
33 H 0.0919
34 H 0.0954
35 H 0.0962
36 C -0.0636
37 C -0.2057
38 O 0.0337
39 C -0.6409
40 O 0.1343
41 O 0.0095
42 C -0.0452
43 H 0.0686
44 H 0.0780
45 H 0.0659
46 H 0.1065
47 H 0.1278
48 H 0.0902
49 H 0.0707
50 H 0.0974
51 C -0.0732
52 C -0.2346
53 O 0.0194
54 C -0.5730
55 O 0.1595
56 O -0.0012
57 C -0.0291
58 H 0.0756
59 H 0.0770
60 H 0.0806
61 H 0.1127
62 H 0.1291
63 H 0.0944
64 H 0.0781
65 H 0.1085

=====

2.
The following is a DFT calculation (ωB97M-V/def2-TZVPD) of a structure of composition C28H34BrCl6O2RuSSi.

Geometry as XYZ:
```
74
Properties=species:S:1:pos:R:3
Ru 1.46676 0.15630 -2.36786
C -0.23712 4.56754 4.20392
C 1.03357 3.98106 3.58875
C 1.72968 3.11797 4.64987
C 1.95601 5.14317 3.19573
C 0.73583 3.12548 2.35786
C 1.78292 2.56880 1.63778
C 1.49271 1.79627 0.53571
Br 2.93062 1.05722 -0.47397
C 0.21063 1.52246 0.05100
O 0.02424 0.77277 -1.01658
C -0.85786 2.08248 0.79085
C -0.55608 2.85545 1.90746
C -2.30604 1.84272 0.35910
C -2.53517 2.43278 -1.03912
C -3.31606 2.49860 1.30402
C -2.59770 0.33384 0.35645
H 0.02762 5.17578 5.07074
H -0.92123 3.78751 4.54375
H -0.76940 5.20699 3.49690
H 1.94069 3.70871 5.54464
H 2.67571 2.71933 4.27978
H 1.09914 2.27390 4.93571
H 2.13745 5.79126 4.05640
H 1.50673 5.74223 2.40191
H 2.92328 4.78659 2.83915
H 2.81485 2.73411 1.92032
H -1.37888 3.28648 2.45490
H -2.40314 3.51639 -1.02010
H -3.55578 2.21924 -1.36898
H -1.83870 2.02732 -1.76856
H -3.20812 3.58476 1.32869
H -3.23296 2.11783 2.32422
H -4.32396 2.27577 0.94845
H -1.91462 -0.19927 -0.30174
H -3.62339 0.15258 0.02336
H -2.48981 -0.07491 1.36474
Cl -1.88098 -0.57938 -3.26139
C -1.15349 -1.00531 -4.79587
Cl 0.58963 -1.36810 -4.61098
H -1.23206 -0.15724 -5.46558
H -1.62849 -1.89432 -5.19404
O 1.29115 -1.71556 -0.88098
S -0.06705 -2.31659 -0.63305
C 0.16456 -3.39133 0.77353
C 1.44103 -3.78969 1.13594
C 1.59172 -4.62941 2.22845
C 0.47778 -5.05428 2.94168
C -0.79280 -4.63218 2.57617
C -0.95480 -3.78670 1.48832
C -0.28649 -3.56622 -1.89408
C 0.81167 -4.24232 -2.40250
C 0.62172 -5.16167 -3.42015
C -0.65579 -5.39755 -3.91607
C -1.74737 -4.71656 -3.39680
C -1.56431 -3.78641 -2.38137
H 2.29320 -3.42169 0.57951
H 2.58109 -4.94829 2.52879
H 0.60251 -5.70754 3.79519
H -1.65653 -4.94953 3.14501
H -1.93850 -3.43214 1.20354
H 1.79856 -4.03197 -2.00998
H 1.46953 -5.69339 -3.83153
H -0.79836 -6.11405 -4.71434
H -2.73949 -4.89982 -3.78827
H -2.40220 -3.22617 -1.98293
Cl 3.74203 -0.38546 -4.36492
C 3.12167 -0.99776 -2.80129
H 3.93465 -0.94077 -2.08334
H 2.83622 -2.03569 -2.95809
Cl 0.24652 2.23535 -5.07988
Si 1.47361 2.25301 -3.38090
Cl 0.71969 3.77644 -2.21213
Cl 3.26773 3.02279 -4.05089
```

Computed properties:
HOMO level (spin up / spin down)	-7.549 / -7.534	eV
ΔE to the lowest compared entry with this formula, charge and spin	25.6	kcal per mole
E	-200158.472	eV
multiplicity	2
Kohn-Sham gap (spin up / spin down)	7.109 / 7.048	eV

Want to see where the charge sits? The Löwdin charges in e are:
1 Ru 0.6562
2 C -0.0679
3 C -0.5606
4 C -0.0487
5 C -0.0483
6 C -0.1726
7 C -0.0800
8 C -0.5213
9 Br 0.9658
10 C -0.4394
11 O -0.3705
12 C -0.0853
13 C 0.0325
14 C -0.5263
15 C -0.0521
16 C -0.0702
17 C -0.0522
18 H 0.0840
19 H 0.0856
20 H 0.0895
21 H 0.0834
22 H 0.0774
23 H 0.0893
24 H 0.0835
25 H 0.0921
26 H 0.0759
27 H 0.1063
28 H 0.0830
29 H 0.0859
30 H 0.0856
31 H 0.0378
32 H 0.0869
33 H 0.0864
34 H 0.0851
35 H 0.0154
36 H 0.0853
37 H 0.0901
38 Cl 0.6255
39 C -0.9388
40 Cl 0.5986
41 H -0.0047
42 H 0.0300
43 O -0.5936
44 S 1.0209
45 C -0.3612
46 C -0.0632
47 C -0.0653
48 C -0.0754
49 C -0.0725
50 C -0.0762
51 C -0.3904
52 C -0.0814
53 C -0.0654
54 C -0.0725
55 C -0.0747
56 C -0.1168
57 H 0.1107
58 H 0.1081
59 H 0.1057
60 H 0.1073
61 H 0.1125
62 H 0.1100
63 H 0.1103
64 H 0.1066
65 H 0.1088
66 H 0.0979
67 Cl 0.4483
68 C -0.8072
69 H -0.0243
70 H -0.0285
71 Cl 0.2026
72 Si -0.7554
73 Cl 0.3010
74 Cl 0.1947

=====

3.
The following is a DFT calculation (ωB97M-V/def2-TZVPD) of the molecule C3H3N3O.

Geometry as XYZ:
```
10
Properties=species:S:1:pos:R:3
O -2.14955 1.07766 -0.65682
C -1.05962 0.66073 -0.34637
N -0.88976 -0.27648 0.67202
N 0.27553 -1.06469 0.68436
C 1.35035 -0.82662 -0.04350
C 1.19331 0.42541 -0.80545
N 0.13975 1.15035 -0.90444
H -1.74682 -0.69240 1.02543
H 0.75717 -1.29141 1.55052
H 2.12962 0.83746 -1.17575
```

Computed properties:
HOMO level	-9.259	eV
ΔE to the lowest compared entry with this formula, charge and spin	87.5	kcal per mole
E	-9673.661	eV
Kohn-Sham gap	8.227	eV

Want to see where the charge sits? The Löwdin charges in e are:
1 O 0.0831
2 C -0.5340
3 N 0.1080
4 N -0.0296
5 C -0.0331
6 C -0.1446
7 N 0.1662
8 H 0.1577
9 H 0.1338
10 H 0.0925

=====

4.
The following is a DFT calculation (ωB97M-V/def2-TZVPD) of a cluster of 2 separate species, C29H53NO10 in total.

Geometry as XYZ:
```
93
Properties=species:S:1:pos:R:3
C 6.08396 1.05619 -0.09413
C 4.80223 0.72742 0.84756
C 3.65716 -0.09532 0.04171
C 2.20158 0.53248 0.22108
C 1.19670 -0.36359 1.14657
O 2.10096 -0.83997 2.15997
C 1.83356 -0.32782 3.47513
C 2.42092 1.15363 3.74496
O 3.84662 1.15602 3.96810
C 4.25500 2.41061 4.55643
C 4.85388 3.44912 3.47645
N 0.20308 0.70818 1.53169
C -1.06455 0.05058 1.88290
O -1.70764 0.35409 2.89886
C -1.25986 -1.04306 0.74060
C -2.08010 -0.16798 -0.36658
C -3.33247 0.61553 0.25395
C -4.46873 0.96772 -0.82146
C -5.40865 2.10195 -0.13874
C -5.31143 3.51721 -0.87751
O -6.51703 4.33704 -0.69723
C -6.86238 4.44449 0.66676
C -8.35575 4.00292 1.07545
O -6.10572 4.88577 1.55263
C -2.28387 -2.17198 1.22327
O -3.30144 -2.51541 0.22398
C -2.99045 -3.74903 -0.45079
C -4.26881 -4.07821 -1.39274
C 0.27185 -1.46206 0.35233
C 0.84714 -2.85208 0.89375
C 0.23272 -4.17852 0.24477
C 0.35377 -1.42235 -1.24426
C 1.65943 -2.08166 -1.89061
C 2.10723 -1.32861 -3.25106
O 2.40130 0.06802 -3.04128
C 3.57550 0.40449 -3.83986
H 6.99424 0.44403 0.21109
H 6.39110 2.15985 0.02321
H 5.87428 0.90714 -1.19883
H 4.42480 1.75013 1.19631
H 5.13922 0.11296 1.74303
H 3.73384 -1.21024 0.22602
H 3.93243 0.05402 -1.06635
H 1.73225 0.85464 -0.76056
H 2.34350 1.50089 0.82895
H 0.75423 -0.42140 3.82551
H 2.43738 -0.99286 4.19836
H 1.92108 1.47991 4.73412
H 2.08900 1.91144 2.96845
H 3.42002 2.96274 5.09971
H 5.03934 2.15470 5.35219
H 5.16690 4.37817 4.07161
H 3.98786 3.74925 2.80629
H 5.69586 3.00573 2.85882
H 0.19481 1.34485 0.71682
H -1.33257 0.64910 -0.68277
H -2.30626 -0.75171 -1.30980
H -3.81881 0.07755 1.12631
H -2.92918 1.61848 0.64477
H -5.11035 0.04990 -1.07489
H -4.02306 1.43168 -1.76097
H -6.49350 1.76871 -0.03836
H -5.02712 2.26647 0.92813
H -4.44460 4.15217 -0.47612
H -5.14757 3.42655 -1.99894
H -8.33980 3.14590 1.82435
H -8.92098 3.76406 0.11681
H -8.82888 4.91821 1.56378
H -2.89822 -1.70174 2.07660
H -1.80082 -3.09313 1.69048
H -2.14316 -3.50780 -1.19156
H -2.72261 -4.61310 0.24161
H -4.49722 -5.19443 -1.41131
H -4.02459 -3.68829 -2.44530
H -5.19385 -3.50833 -1.06056
H 1.98187 -2.94256 0.75113
H 0.64146 -2.92384 2.02394
H -0.09162 -4.08569 -0.83637
H -0.61801 -4.65148 0.83561
H 1.07413 -4.96525 0.24843
H -0.54193 -2.01065 -1.66297
H 0.28557 -0.36614 -1.68789
H 2.53516 -2.22464 -1.18624
H 1.35940 -3.13792 -2.23627
H 1.21708 -1.44555 -3.96443
H 2.97791 -1.88774 -3.74356
H 3.82906 1.50584 -3.66910
H 4.46530 -0.27962 -3.59883
H 3.30274 0.18508 -4.92676
C 3.17805 -1.60574 -7.55141
O 3.07098 -1.81033 -8.79012
O 3.58706 -0.49857 -7.03167
O 2.89108 -2.47723 -6.64310
```

Computed properties:
HOMO level	2.105	eV
E	-52888.365	eV
net charge	-2
Kohn-Sham gap	1.002	eV

Want to see where the charge sits? The Löwdin charges in e are:
1 C -0.1203
2 C -0.2214
3 C -0.1582
4 C -0.0796
5 C -0.3455
6 O -0.1216
7 C -0.1347
8 C -0.1798
9 O -0.1947
10 C -0.2664
11 C -0.0906
12 N 0.0899
13 C -0.3344
14 O 0.0721
15 C -0.1945
16 C -0.1143
17 C -0.1892
18 C -0.1673
19 C -0.1704
20 C -0.1659
21 O -0.0870
22 C -0.4503
23 C -0.0142
24 O 0.0548
25 C -0.1148
26 O -0.2045
27 C -0.2513
28 C -0.0789
29 C -0.2130
30 C -0.1617
31 C -0.1132
32 C -0.1319
33 C -0.1423
34 C -0.2020
35 O -0.2764
36 C -0.1121
37 H 0.0615
38 H 0.0629
39 H 0.0632
40 H 0.0763
41 H 0.1001
42 H 0.1046
43 H 0.0932
44 H 0.1096
45 H 0.1043
46 H 0.1219
47 H 0.1399
48 H 0.1266
49 H 0.1151
50 H 0.1107
51 H 0.1194
52 H 0.0759
53 H 0.0723
54 H 0.0724
55 H 0.1269
56 H 0.1200
57 H 0.1236
58 H 0.1165
59 H 0.1229
60 H 0.1180
61 H 0.1114
62 H 0.1146
63 H 0.1113
64 H 0.1358
65 H 0.1290
66 H 0.0907
67 H 0.0806
68 H 0.0837
69 H 0.1298
70 H 0.1194
71 H 0.1069
72 H 0.1135
73 H 0.0684
74 H 0.0808
75 H 0.0702
76 H 0.1159
77 H 0.1248
78 H 0.0590
79 H 0.0497
80 H 0.0864
81 H 0.1109
82 H 0.1160
83 H 0.0894
84 H 0.1154
85 H 0.1394
86 H 0.1320
87 H 0.0857
88 H 0.0937
89 H 0.0773
90 C -1.0824
91 O -0.2159
92 O -0.2537
93 O -0.2618